Arrangement i

{
  "formula": "C2H7N",
  "method": "the ωB97M-V functional and the def2-TZVPD basis",
  "smiles": "CNC",
  "homo_ev": -9.36,
  "multiplicity": 1,
  "gap_ev": 10.5,
  "e_lumo_ev": 1.15,
  "symbols": ["C", "C", "H", "H", "H", "H", "H", "H", "H", "N"],
  "positions_angstrom": [[0.7810, -0.8671, -0.2517], [-0.4513, 1.1265, 0.0165], [1.6915, -0.3279, 0.2354], [0.9999, -0.6888, -1.3857], [0.8933, -1.9827, -0.0372], [-0.6482, -0.4912, 1.1842], [-1.0087, 1.6341, 0.9778], [-0.6110, 1.5662, -0.9935], [0.6309, 1.3839, 0.2687], [-0.5609, -0.3786, 0.1659]],
  "mulliken_charge": [-0.7441, -0.6868, 0.2709, 0.2551, 0.2810, 0.2788, 0.2459, 0.2601, 0.2366, -0.3975]
}

Arrangement ii

{
  "formula": "C2H7N",
  "method": "the ωB97M-V functional and the def2-TZVPD basis",
  "smiles": "CNC",
  "homo_ev": -8.95,
  "multiplicity": 1,
  "gap_ev": 10.2,
  "e_lumo_ev": 1.23,
  "symbols": ["C", "C", "H", "H", "H", "H", "H", "H", "H", "N"],
  "positions_angstrom": [[0.5307, -0.4509, 1.0074], [-0.5078, 0.6642, -0.9327], [-0.3604, -0.5061, 1.6021], [1.0334, 0.3413, 1.4517], [1.2133, -1.2573, 1.1478], [-0.2482, -1.3753, -0.5248], [-0.5430, 0.6999, -2.0035], [0.2027, 1.5506, -0.7259], [-1.5606, 0.8185, -0.5538], [0.2399, -0.4849, -0.4683]],
  "mulliken_charge": [-0.9416, -0.7401, 0.3152, 0.3764, 0.3236, 0.2360, 0.3025, 0.2773, 0.2500, -0.3994]
}

arrangement ii is favored, and the nearest alternative lies 0.0135 hartree above it.

Arrangement i

{
  "formula": "C2H7N",
  "method": "the ωB97M-V functional and the def2-TZVPD basis",
  "homo_ev": -8.61,
  "multiplicity": 1,
  "gap_ev": 9.2,
  "e_lumo_ev": 0.64,
  "symbols": ["C", "C", "N", "H", "H", "H", "H", "H", "H", "H"],
  "positions_angstrom": [[0.9354, 0.2006, 0.6785], [0.3193, 0.3441, -0.6861], [-0.9151, 0.8186, -1.0998], [0.4026, 0.5217, 1.5758], [1.9779, -0.0830, 0.8535], [0.3224, -0.6863, 0.0547], [-1.5792, -1.8225, 0.3831], [1.0575, 0.2150, -1.5237], [-1.3366, -1.1318, 0.4207], [-1.1841, 1.6237, -0.6568]],
  "mulliken_charge": [-0.5151, -0.0594, -0.6297, 0.2891, 0.2750, 0.1107, 0.1956, 0.2927, -0.1645, 0.2055]
}

Arrangement ii

{
  "formula": "C2H7N",
  "method": "the ωB97M-V functional and the def2-TZVPD basis",
  "smiles": "C=C.N",
  "homo_ev": -10.15,
  "multiplicity": 1,
  "gap_ev": 11.3,
  "e_lumo_ev": 1.19,
  "symbols": ["C", "C", "H", "H", "H", "H", "N", "H", "H", "H"],
  "positions_angstrom": [[1.3327, -1.2396, 0.1555], [1.0376, -0.9994, -1.1231], [1.4881, -2.2617, 0.5191], [1.4283, -0.4215, 0.8786], [0.9421, -1.8175, -1.8462], [0.8823, 0.0228, -1.4868], [-1.5400, 1.8384, 0.7007], [-1.3670, 0.8534, 0.4758], [-2.2842, 2.1608, 0.0740], [-1.9199, 1.8644, 1.6524]],
  "mulliken_charge": [-0.4666, -0.4667, 0.2178, 0.2486, 0.2178, 0.2487, -0.6613, 0.2187, 0.2215, 0.2215]
}

arrangement ii is favored, and the nearest alternative lies 0.1500 hartree above it.

Arrangement i

{
  "formula": "C8H12N2O",
  "method": "the ωB97M-V functional and the def2-TZVPD basis",
  "homo_ev": -7.21,
  "multiplicity": 1,
  "gap_ev": 7.6,
  "e_lumo_ev": 0.37,
  "symbols": ["C", "C", "C", "C", "C", "C", "C", "C", "H", "H", "H", "H", "H", "H", "H", "H", "H", "H", "H", "H", "N", "N", "O"],
  "positions_angstrom": [[-0.9011, 1.8716, -0.1417], [-1.3915, 0.4854, 0.2694], [-2.6538, -1.2513, -0.4853], [1.5701, 1.0856, -0.2105], [2.8189, 0.4932, -0.2054], [2.7401, -0.9159, -0.0788], [1.5513, -1.5342, 0.2012], [0.3847, -0.7517, 0.3024], [-0.9710, 1.7488, -1.3528], [0.2204, 2.2350, 0.4153], [-1.6679, 2.4508, 0.4311], [-1.5154, 0.0167, -1.7096], [-3.0349, -1.2153, 0.5986], [-3.6645, -1.2047, -1.1305], [-2.1299, -2.2935, -0.5693], [1.5594, 2.1825, -0.6363], [3.9354, 0.8085, -0.2766], [3.5845, -1.6362, -0.2382], [1.5650, -2.7467, 0.1337], [-0.6216, -1.2252, 0.4858], [-1.8454, -0.1676, -0.7888], [0.3264, 0.5770, 0.0171], [-1.4175, 0.1397, 1.4178]],
  "mulliken_charge": [-0.9454, 0.4568, -0.7638, 0.3804, -0.9086, 0.1258, -0.8607, 0.1197, 0.1780, 0.1700, 0.4532, 0.2353, 0.2992, 0.2867, 0.2372, 0.2421, 0.2705, 0.3053, 0.1829, 0.2739, -0.1818, 0.1087, -0.6652]
}

Arrangement ii

{
  "formula": "C8H12N2O",
  "method": "the ωB97M-V functional and the def2-TZVPD basis",
  "smiles": "CNC(C)=O.c1ccncc1",
  "homo_ev": -9.06,
  "multiplicity": 1,
  "gap_ev": 9.8,
  "e_lumo_ev": 0.75,
  "symbols": ["C", "C", "C", "C", "C", "C", "C", "C", "H", "H", "H", "H", "H", "H", "H", "H", "H", "H", "H", "H", "N", "N", "O"],
  "positions_angstrom": [[3.5431, 0.3273, -0.1275], [2.5995, 0.6824, -1.1159], [1.3634, 0.0277, -1.0295], [1.1436, -0.9818, -0.0328], [2.0597, -1.0972, 0.9964], [-1.2937, 1.7748, 1.0469], [-1.5419, 0.6477, 0.0350], [-2.8481, -1.3511, -0.5263], [4.5863, 0.6498, -0.1612], [2.7896, 1.2901, -1.9790], [0.7407, 0.1212, -1.9057], [0.2324, -1.4355, 0.0619], [2.2453, -1.6987, 1.7891], [-1.8803, 1.7101, 1.9687], [-1.5264, 2.7488, 0.5358], [-0.2327, 1.8131, 1.2768], [-3.0872, -0.1139, 1.1829], [-2.0977, -1.3582, -1.3318], [-2.8108, -2.3410, -0.0338], [-3.8520, -1.2151, -0.9446], [3.2657, -0.4825, 0.8918], [-2.5032, -0.2805, 0.3891], [-0.8953, 0.5625, -0.9864]],
  "mulliken_charge": [-0.1676, -0.5528, 0.0607, -0.5840, -0.3182, -1.0262, 0.7655, -0.8589, 0.3808, 0.3841, 0.3679, 0.5653, 0.5180, 0.3456, 0.2661, 0.2539, 0.2015, 0.2913, 0.2865, 0.3269, -0.6596, -0.2174, -0.6294]
}

Arrangement iii

{
  "formula": "C8H12N2O",
  "method": "the ωB97M-V functional and the def2-TZVPD basis",
  "homo_ev": -8.72,
  "multiplicity": 1,
  "gap_ev": 9.1,
  "e_lumo_ev": 0.35,
  "symbols": ["C", "C", "C", "C", "C", "C", "C", "C", "N", "N", "O", "H", "H", "H", "H", "H", "H", "H", "H", "H", "H", "H", "H"],
  "positions_angstrom": [[0.9871, 2.7341, 2.2845], [-0.3533, 3.0694, -0.6665], [1.1506, 2.4561, 0.9217], [-0.6001, 1.0675, 0.4682], [-1.1908, -0.8412, -1.0064], [-0.2025, -1.2928, 1.3772], [1.1567, -0.2623, -0.6400], [-0.2088, -0.3381, 0.0827], [1.0050, 2.9333, 3.4090], [0.7440, 3.3419, -0.0436], [-1.0451, 1.9288, -0.4781], [-0.7685, 3.6864, -1.5549], [2.1735, 2.1778, 0.7139], [-1.0946, 1.3574, 1.4172], [-1.0809, -0.1878, -1.9007], [-2.2067, -0.9275, -0.6019], [-1.1472, -1.9577, -1.2232], [0.0178, -2.3770, 1.1251], [0.4860, -0.7838, 2.0250], [-1.2168, -1.4545, 1.9203], [1.3764, -1.2983, -1.1706], [2.0649, 0.0387, -0.1450], [1.1476, 0.4488, -1.5116]],
  "mulliken_charge": [0.2632, 0.0960, -0.0113, -0.6863, -1.5298, -1.5978, -1.5371, 1.8661, -0.4697, -0.4550, -0.3279, 0.3323, 0.2606, 0.6158, 0.3022, 0.4072, 0.3792, 0.3513, 0.4007, 0.3355, 0.3204, 0.3571, 0.3271]
}

arrangement ii is favored, and the nearest alternative lies 0.1031 hartree above it.

Arrangement i

{
  "formula": "C8H12N2O",
  "method": "the ωB97M-V functional and the def2-TZVPD basis",
  "smiles": "CC(C)c1c(C=O)ncn1C",
  "homo_ev": -8.29,
  "multiplicity": 1,
  "gap_ev": 8.9,
  "e_lumo_ev": 0.56,
  "symbols": ["C", "C", "C", "C", "C", "C", "C", "C", "N", "N", "O", "H", "H", "H", "H", "H", "H", "H", "H", "H", "H", "H", "H"],
  "positions_angstrom": [[-1.4692, -1.2280, 2.3127], [0.4873, -1.6825, 1.6279], [-0.1369, -0.6500, 0.6060], [1.6491, -2.4926, 1.5538], [1.3847, -0.8342, -1.3835], [1.0840, 1.4566, -0.3194], [-2.3576, 0.5535, 0.8685], [0.3940, 0.0728, -0.6348], [-0.4150, -1.9259, 2.5805], [-1.2987, -0.4370, 1.2238], [1.8400, -3.3672, 2.3571], [-2.4158, -1.2545, 2.8671], [2.2346, -2.3408, 0.5317], [2.3555, -0.7700, -0.9932], [1.6975, -0.5711, -2.3695], [1.2079, -1.9136, -1.3672], [2.1145, 1.5899, -0.7427], [1.2045, 1.6642, 0.6942], [0.5864, 2.3785, -0.6630], [-3.2134, -0.1093, 0.4920], [-2.5136, 1.0794, 1.7465], [-2.0319, 1.0065, -0.0017], [-0.4387, 0.3010, -1.3807]],
  "mulliken_charge": [-0.1825, 0.6287, -0.2229, 0.0292, -2.2903, -1.3990, -1.0784, 1.0431, -0.6024, -0.0249, -0.5139, 0.4154, 0.1454, 0.5700, 0.4694, 0.5026, 0.3996, 0.4055, 0.3221, 0.3505, 0.3752, 0.3398, 0.3177]
}

Arrangement ii

{
  "formula": "C8H12N2O",
  "method": "the ωB97M-V functional and the def2-TZVPD basis",
  "homo_ev": -9.56,
  "multiplicity": 1,
  "gap_ev": 9.9,
  "e_lumo_ev": 0.30,
  "symbols": ["C", "C", "C", "C", "C", "C", "C", "C", "H", "H", "H", "H", "H", "H", "H", "H", "H", "H", "H", "H", "N", "N", "O"],
  "positions_angstrom": [[-4.5814, -1.4311, 0.8987], [-4.5067, -0.2408, -0.0839], [-3.2643, 1.6591, -0.7578], [5.1240, 0.9828, 0.5074], [3.6877, 0.8350, 0.6020], [3.0766, -0.2614, 0.0223], [3.8536, -0.9747, -0.8751], [5.2319, -0.8050, -0.8327], [-3.7419, -1.1032, 1.5790], [-4.1054, -2.4915, 0.3395], [-5.4809, -1.6663, 1.3201], [-2.5119, 0.0198, 0.3890], [-4.6425, 1.9901, -0.5048], [-2.5471, 2.3697, -0.0335], [-2.9330, 1.4037, -1.8892], [5.5835, 1.5010, 1.3235], [3.3694, 1.5550, 1.2931], [2.0288, -0.5554, 0.3036], [3.4678, -1.7592, -1.5211], [5.8300, -1.4869, -1.4404], [-3.3099, 0.3971, 0.0067], [5.8723, 0.0134, 0.0407], [-5.5008, 0.0486, -0.6870]],
  "mulliken_charge": [-0.9356, 0.6675, -0.7027, -0.2433, -0.2548, -0.2654, -0.2961, -0.1256, 0.2387, 0.1919, 0.3499, 0.1963, 0.2276, 0.2852, 0.2350, 0.3258, 0.3658, 0.3179, 0.3356, 0.3442, -0.1817, -0.5041, -0.5720]
}

arrangement i is favored, and the nearest alternative lies 0.0641 hartree above it.